# C18H37IN6O12P2

A structure of composition C18H37IN6O12P2 in a non-equilibrium geometry (ωB97M-V with the def2-TZVPD basis set, the Open Molecules 2025 dataset).

- maximum force (hartree/bohr) = 0.039
- orbital gap (eV) = 7.374
- energy (eV) = -79452.638
- LUMO energy (eV) = -0.768
- charge = 0
- HOMO (Ha) = -0.2992

CARTESIAN COORDINATES (ANGSTROEM)
C1 0.35 1.99 4.88
C2 0.75 0.74 4.15
O1 1.55 -0.06 4.57
O2 0.12 0.49 2.96
C3 0.16 1.54 2.00
C4 0.46 1.09 0.59
C5 0.71 2.14 -0.36
I1 0.58 4.14 0.31
C6 1.04 1.93 -1.66
P1 1.40 3.42 -2.72
C7 -0.33 4.00 -3.04
O3 1.97 2.93 -4.18
C8 1.09 0.58 -2.11
N1 1.38 0.33 -3.41
C9 1.43 -0.92 -3.81
P2 1.93 -1.34 -5.53
C10 2.85 0.16 -6.03
O4 0.53 -1.34 -6.37
C11 1.12 -1.96 -2.89
O5 1.15 -3.27 -3.29
N2 -0.06 -3.60 -4.05
O6 -0.32 -4.72 -3.91
N3 0.80 -1.75 -1.65
C12 0.80 -0.47 -1.21
C13 0.49 -0.22 0.15
C14 0.18 -1.43 1.00
C15 -1.34 -1.75 1.00
C16 -2.08 -1.39 2.28
C17 -3.51 -1.93 2.28
N4 -4.41 -1.12 3.12
C18 -5.52 -0.52 2.50
N5 -5.47 0.17 1.44
N6 -6.78 -0.67 3.15
H1 0.90 2.01 5.82
H2 0.64 2.89 4.33
H3 -0.70 2.01 5.14
H4 0.94 2.25 2.28
H5 -0.77 2.10 2.01
H6 -0.42 4.97 -2.57
H7 -1.09 3.35 -2.61
H8 -0.47 4.15 -4.11
H9 1.29 2.49 -4.71
H10 3.70 -0.12 -6.64
H11 2.19 0.85 -6.55
H12 3.20 0.68 -5.14
H13 0.60 -2.00 -7.08
H14 0.58 -1.36 2.00
H15 0.65 -2.29 0.54
H16 -1.44 -2.83 0.86
H17 -1.83 -1.29 0.14
H18 -1.55 -1.70 3.18
H19 -2.18 -0.30 2.35
H20 -3.90 -1.98 1.26
H21 -3.52 -2.94 2.70
H22 -4.69 -1.61 3.95
H23 -4.50 0.25 1.12
H24 -6.94 0.13 3.74
H25 -6.75 -1.47 3.78
O7 3.60 1.13 6.57
H26 2.87 0.96 5.96
H27 3.91 0.25 6.81
O8 1.14 -0.99 -9.20
H28 1.54 -0.96 -10.07
H29 0.67 -0.15 -9.13
O9 4.29 1.26 -1.70
H30 3.49 0.97 -2.17
H31 4.69 0.46 -1.34
O10 2.08 0.78 9.13
H32 2.67 0.75 8.37
H33 1.73 1.67 9.12
O11 2.17 -4.61 -6.51
H34 2.06 -5.14 -7.31
H35 1.96 -5.22 -5.79
O12 -1.85 1.51 7.19
H36 -2.57 1.22 6.62
H37 -1.45 0.69 7.51